Entry from the OMol25 dataset: a cluster of 2 separate species, C2H3BrFI in total at a distorted geometry (ωB97M-V with the def2-TZVPD basis set).

Geometry as XYZ:
```
8
Properties=species:S:1:pos:R:3:forces:R:3
C 0.7729 -0.3306 -0.3676 -4.5321 -0.8332 -3.6119
C -0.0911 0.4464 0.5261 -0.8133 -0.2789 0.4065
F 0.7644 0.3708 -1.5604 0.4206 0.4132 -1.0877
Br -0.3050 2.2990 0.4301 0.2215 -0.8334 -0.0902
I -2.9500 -0.9845 0.3825 0.7374 0.4048 -0.0412
H 0.3488 -1.3677 -0.7235 0.4950 1.6479 1.5424
H 1.7421 -0.4452 -0.1509 3.7605 -0.3752 1.6779
H -0.2822 0.0119 1.4638 -0.2895 -0.1452 1.2043
```
Positions in Å, forces in eV/Å.

Output
DFT total energy in eV: -82980.4594
Energy above the lowest of the compared OMol25 structures with the same formula, charge and spin in eV: 2.3865
Frontier orbital gap (alpha / beta) in hartree: 0.3123 / 0.2291

These are the Mulliken partial charges, in e, on atoms 1 to 2: C 0.103; C -0.765